A:
A single C2H3NOS3 molecule, computed with ωB97M-V/def2-TZVPD.

Structure (XYZ):
```
10
Properties=species:S:1:pos:R:3:mulliken_charge:R:1
O -0.5469 -1.4297 1.0120 -0.41
C -0.9230 -0.6135 0.2386 0.41
S -2.4773 -0.8942 -0.6876 -0.22
C -0.1543 0.5882 0.0329 0.27
S -0.7926 2.1484 -0.2150 -0.20
N 1.2119 0.5045 0.6082 -0.44
S 2.2047 -0.5279 -0.8254 -0.12
H -2.8116 0.6362 -0.6981 0.18
H 1.7458 1.2546 0.4906 0.32
H 2.5433 -1.6666 0.0438 0.21
```

## Properties
Gap between HOMO and LUMO = 7.60 eV
LUMO energy = -1.9 eV
SMILES string = O=C(S)C(=S)NS
HOMO = -9.54 eV
Charge = 0

***

B:
2 unconnected molecules or ions with the total composition C2H3NOS3, computed with ωB97M-V/def2-TZVPD.

Structure (XYZ):
```
10
Properties=species:S:1:pos:R:3:mulliken_charge:R:1
C 0.8692 -1.3522 -0.0921 0.65
C 0.1588 1.2574 -0.2277 -0.05
N -0.0253 -1.8321 -0.6652 -0.42
O 1.6283 -0.7271 0.5263 -0.39
S -1.5112 1.1377 -0.2192 0.00
S -1.8205 -0.3477 1.3261 -0.25
S 0.8829 2.2268 -1.4112 -0.13
H -1.7649 0.4061 2.4054 0.17
H -0.4455 -2.7892 -0.8511 0.27
H 2.0282 2.0203 -0.7911 0.15
```

## Properties
Gap between HOMO and LUMO = 8.32 eV
LUMO energy = 0.0 eV
HOMO = -8.34 eV
Charge = 0

***

The energy of each structure relative to the most stable one, in hartree, is as follows: A 0.0172; B 0.0000.

***

A:
2 unconnected molecules or ions with the total composition C6H11P, computed with ωB97M-V/def2-TZVPD.

Structure (XYZ):
```
18
Properties=species:S:1:pos:R:3:mulliken_charge:R:1
C 3.4795 -0.6119 0.1841 -0.64
C 2.5426 -1.1847 -0.4799 -0.41
C 0.5596 0.4945 -0.2331 -0.54
C -1.7565 0.5846 -1.0771 -1.16
C -1.3090 -0.3328 1.1685 -1.28
C -0.7064 -0.2007 -0.2246 0.84
P 1.3784 1.8748 0.1044 -0.08
H 4.5153 -0.6412 0.0032 0.26
H 3.3012 -0.1412 1.0814 0.34
H 2.1235 -1.6362 -1.3232 0.46
H -1.4642 1.5446 -0.8695 0.41
H -2.8513 0.3273 -0.7000 0.29
H -1.6634 0.3070 -2.2037 0.27
H -0.9601 -1.2530 1.5470 0.38
H -0.9276 0.4353 1.7316 0.34
H -2.4597 -0.1656 1.2315 0.28
H -0.4449 -1.1507 -0.5928 0.29
H 0.5383 2.5613 0.8674 -0.04
```

## Properties
Gap between HOMO and LUMO (spin up / spin down) = 7.67 / 8.17 eV
LUMO energy (spin up / spin down) = 0.4 / -0.8 eV
HOMO (spin up / spin down) = -7.22 / -8.98 eV
Charge = 0
2S+1 = 3

***

B:
A single C6H11P molecule, computed with ωB97M-V/def2-TZVPD.

Structure (XYZ):
```
18
Properties=species:S:1:pos:R:3:mulliken_charge:R:1
C 1.3871 1.0766 -0.7392 -0.47
C 0.3728 0.5499 -1.3204 -0.99
C 1.6820 0.6484 0.6470 -0.44
C 0.5651 -0.4377 0.8963 -0.85
C -0.5418 -0.2600 -0.1404 0.54
C -1.0732 -1.6065 -0.6873 -1.84
P -1.8809 1.0114 0.2109 0.20
H 2.0243 1.7145 -1.1919 0.56
H 0.0726 0.7867 -2.2881 0.56
H 2.7289 0.1673 0.6496 0.25
H 1.6348 1.5395 1.3377 0.31
H 0.9892 -1.4613 0.6858 0.33
H 0.1398 -0.4164 2.0259 0.28
H -0.4172 -2.0416 -1.3141 0.51
H -1.9782 -1.3442 -1.2422 0.56
H -1.5748 -2.2561 0.1367 0.34
H -1.3743 1.8880 1.1465 0.07
H -2.7562 0.4414 1.1872 0.07
```

## Properties
Gap between HOMO and LUMO (spin up / spin down) = 4.52 / 7.09 eV
LUMO energy (spin up / spin down) = 1.0 / -2.6 eV
HOMO (spin up / spin down) = -3.54 / -9.70 eV
Charge = 0
2S+1 = 3

***

The energy of each structure relative to the most stable one, in hartree, is as follows: A 0.0122; B 0.0000.